No. 1
Entry from OMol25: 10 unconnected molecules or ions with the total composition C30H81NO14 (ωB97M-V/def2-TZVPD).

Properties
Maximum force, eV Å⁻¹: 3.339
Molecular weight, Da: 679.97
Gap between HOMO and LUMO, eV: 9.32
SMILES: COCCNCCOC.CC(C)O.CC(C)O.CC(C)O.CC(C)O.CC(C)O.CC(C)O.OCCO.OCCO.OCCO
Total charge: 0
Total energy, eV: -62573.0475
HOMO, eV: -8.905
LUMO, eV: 0.4

Geometry (Å):
C 1.20555 -5.46529 2.30066
O 1.35862 -5.84530 0.86631
C 1.96609 -4.81394 0.05851
C 0.96189 -3.61844 -0.22295
N -0.23267 -3.75389 -1.10176
C 0.15511 -4.14940 -2.47588
C -1.02527 -4.26468 -3.45464
O -2.09230 -5.04956 -3.02712
C -1.67901 -6.41943 -2.73919
H 0.37725 -4.75879 2.35427
H 2.03019 -4.92794 2.76898
H 1.07505 -6.38545 2.87020
H 2.31411 -5.31623 -0.84408
H 2.87672 -4.48893 0.56173
H 1.60814 -2.82396 -0.59615
H 0.62512 -3.22351 0.73555
H -0.77458 -4.45191 -0.61269
H 0.75924 -5.04183 -2.63923
H 0.82479 -3.32487 -2.72041
H -0.66717 -4.69745 -4.38875
H -1.34234 -3.24867 -3.68981
H -2.60445 -6.82851 -2.33386
H -0.92779 -6.53129 -1.95736
H -1.48371 -6.97867 -3.65418
C 0.41062 0.81708 -4.42956
C 1.57009 1.76899 -4.89666
C 1.72641 1.91269 -6.46028
O 1.37633 3.05171 -4.39523
H 0.26820 0.99843 -3.36423
H 0.70748 -0.20884 -4.64739
H -0.58022 1.05978 -4.81352
H 2.52689 1.38815 -4.53947
H 0.90529 2.41194 -6.97470
H 2.00075 1.01806 -7.01928
H 2.50944 2.62051 -6.73222
H 0.57302 3.35272 -4.82615
C 5.44065 0.93278 -0.41799
C 4.43262 -0.13335 -0.87290
C 4.26996 -1.26242 0.17477
O 3.08008 0.34102 -1.00531
H 6.49367 0.65457 -0.46062
H 5.41796 1.16613 0.64649
H 5.33279 1.89241 -0.92354
H 4.69523 -0.61062 -1.81702
H 3.80497 -2.18651 -0.16862
H 3.51753 -1.03289 0.92927
H 5.17985 -1.42643 0.75207
H 3.05626 1.05063 -1.65144
C -3.89182 -1.78021 -2.55178
C -5.22612 -0.94417 -2.71872
C -5.63858 -0.12665 -1.44310
O -5.10389 -0.19948 -3.89595
H -3.78448 -2.50756 -3.35647
H -4.25306 -2.37207 -1.71076
H -2.95725 -1.31013 -2.24565
H -6.03297 -1.62072 -3.00043
H -4.82440 0.51290 -1.10225
H -5.84813 -0.89314 -0.69699
H -6.57351 0.42027 -1.56516
H -5.96748 0.08886 -4.20036
C -2.38940 4.86891 1.47934
C -2.43912 3.99709 2.67131
C -2.74256 4.84454 3.98423
O -3.29774 2.89128 2.47242
H -1.64034 5.64886 1.61608
H -3.32319 5.43108 1.48921
H -2.30119 4.37235 0.51303
H -1.50804 3.47921 2.90151
H -2.83398 4.22277 4.87481
H -3.72270 5.29026 3.81467
H -2.01453 5.64291 4.12809
H -2.81241 2.21651 1.99206
C -2.71327 -2.82518 2.79293
C -3.39753 -2.78304 1.45637
C -3.71742 -4.14817 0.87467
O -4.65308 -2.05503 1.53307
H -2.42914 -1.80749 3.06066
H -1.79747 -3.40814 2.69507
H -3.36663 -3.11514 3.61581
H -2.78662 -2.30837 0.68851
H -4.52127 -4.57701 1.47302
H -2.84590 -4.80130 0.91908
H -4.05719 -4.04673 -0.15603
H -5.12521 -2.34492 2.31707
C 1.27530 4.62799 -0.69888
C 2.69819 4.37711 -1.13913
C 3.57227 4.24578 0.04071
O 2.84624 3.12938 -1.87505
H 0.75549 3.83027 -0.16828
H 0.69742 4.93742 -1.56974
H 1.21581 5.52452 -0.08178
H 3.02571 5.20705 -1.76524
H 3.41940 5.07054 0.73677
H 4.62620 4.22966 -0.23690
H 3.37013 3.30233 0.54781
H 2.14209 3.22286 -2.52083
O 3.13564 0.69191 4.39487
C 2.55665 -0.07245 3.31575
C 1.35042 -0.69769 3.80556
O 0.96099 -1.64171 2.73577
H 2.44644 1.17793 4.85356
H 2.37393 0.59640 2.47470
H 3.13551 -0.95480 3.04286
H 0.61294 0.04035 4.12106
H 1.50404 -1.41735 4.60967
H 0.92765 -1.06675 1.96771
O -1.09766 1.57635 1.45694
C -1.20328 0.88980 0.19398
C 0.16229 0.72013 -0.49167
O 0.95970 0.04015 0.48491
H -0.51066 1.05945 2.01358
H -1.82118 -0.00755 0.16148
H -1.79767 1.54612 -0.44167
H 0.51551 1.66887 -0.89568
H 0.05054 -0.02083 -1.28325
H 1.85038 0.02456 0.12708
O 1.43365 5.26518 3.37178
C 1.41076 3.89359 3.04977
C 0.77522 3.08771 4.23453
O 1.70233 3.01756 5.25128
H 1.87707 5.33742 4.22018
H 0.71033 3.63947 2.25421
H 2.34657 3.38237 2.82390
H 0.49005 2.09688 3.88088
H -0.13377 3.44658 4.71728
H 2.14457 3.85365 5.41553

Cartesian forces (eV/Å) of the 3 atoms listed first:
C -0.178 -0.009 -1.673
O 0.526 0.653 1.481
C -1.646 -0.282 0.345

Mulliken atomic charge list, values in e, 6 entries: -0.321 -0.428 -0.728 0.390 0.383 -0.780



No. 2
Entry from OMol25: 9 unconnected molecules or ions with the total composition C30H82N4O16 (ωB97M-V/def2-TZVPD).

Properties
Maximum force, eV Å⁻¹: 5.401
Molecular weight, Da: 755.00
Gap between HOMO and LUMO (spin up / spin down), eV: 1.22 / 8.64
Total charge: -1
Total energy, eV: -71147.4327
HOMO (spin up / spin down), eV: 0.835 / -6.603
Multiplicity: 2
LUMO (spin up / spin down), eV: 2.1 / 2.0

Geometry (Å):
C 0.21828 5.62327 2.86631
O -0.17164 5.68564 1.51966
C -0.18073 6.98865 0.94355
C -0.86787 7.01177 -0.43193
N -0.07131 6.67631 -1.60856
C 0.98820 7.52823 -1.92208
C 1.27556 7.13516 -3.46115
O 1.77797 5.80991 -3.61902
C 1.13285 4.94305 -4.52854
H 1.25700 5.95368 2.86323
H 0.23532 4.58653 3.20241
H -0.36796 6.29801 3.49013
H 0.76579 7.49730 0.76056
H -0.78003 7.61109 1.60801
H -1.22211 8.03580 -0.55015
H -1.74229 6.36276 -0.47972
H 0.41646 5.79361 -1.55360
H 1.91854 7.39562 -1.36982
H 0.60163 8.54718 -1.94237
H 1.98396 7.87393 -3.83598
H 0.36377 7.31840 -4.02962
H 1.37161 5.18426 -5.56435
H 0.05756 5.09391 -4.43338
H 1.43614 3.89900 -4.45058
C 0.82753 -2.91704 2.59281
O 0.50298 -1.67830 1.95451
C -0.62992 -1.61120 1.09492
C -0.47708 -0.39986 0.14293
N 0.48568 -0.65366 -0.93041
C 0.46450 0.39251 -1.95326
C 1.68995 0.04355 -2.85407
O 1.77340 1.08433 -3.71995
C 3.15546 1.18547 -4.16582
H 1.51142 -2.84223 3.43826
H 1.30951 -3.58213 1.87625
H -0.07659 -3.43603 2.91112
H -1.37348 -1.51561 1.88618
H -0.80403 -2.60051 0.67177
H -0.19253 0.52808 0.63898
H -1.49897 -0.14094 -0.13418
H 1.34304 -1.08529 -0.61619
H 0.75968 1.36367 -1.55598
H -0.50861 0.61199 -2.39257
H 1.36799 -0.82869 -3.42297
H 2.59069 -0.22799 -2.30360
H 3.91601 1.09858 -3.38988
H 3.30997 2.21785 -4.47955
H 3.35613 0.55605 -5.03281
C -2.67149 3.27279 -3.21064
C -3.89518 2.30568 -2.98729
O -4.90148 2.68166 -2.11592
O -1.95353 3.15877 -2.00984
H -2.98076 4.31737 -3.24658
H -2.17343 3.00402 -4.14220
H -3.48149 1.41759 -2.50950
H -4.36818 1.97110 -3.91056
H -4.51521 3.34278 -1.53686
H -1.06352 3.50570 -2.10525
C -4.94901 2.92961 1.78577
C -3.62618 2.07648 1.83038
O -3.76229 1.16149 2.82931
O -4.95424 3.88306 2.69184
H -5.94023 2.48102 1.85150
H -4.99788 3.37586 0.79251
H -2.77776 2.74936 1.95490
H -3.45557 1.54052 0.89671
H -4.44017 0.50731 2.64454
H -5.74221 4.43050 2.72369
C 2.91505 3.23585 -0.87071
C 1.69752 3.47418 0.12314
O 0.52264 3.96981 -0.47356
O 3.51517 4.30984 -1.61579
H 2.67937 2.44065 -1.57796
H 3.69214 2.84702 -0.21266
H 2.02466 4.16673 0.89869
H 1.37280 2.47963 0.42895
H -0.01266 4.53908 0.08409
H 2.86318 4.84538 -2.07375
C -2.92919 -3.47958 -4.23901
C -3.72038 -3.08463 -2.93180
O -3.21015 -3.77932 -1.81650
O -1.63294 -3.22853 -4.26316
H -3.42489 -2.92650 -5.03680
H -3.18997 -4.50722 -4.49213
H -4.71541 -3.50059 -3.08983
H -3.73148 -1.99485 -2.91327
H -2.32435 -3.42340 -1.71498
H -1.24099 -3.71634 -3.53515
C 0.79732 -4.05581 -1.13494
C 1.73643 -4.36973 -2.39300
O 2.73389 -3.48027 -2.67041
O -0.34668 -3.39953 -1.73794
H 1.32968 -3.60933 -0.29510
H 0.31786 -4.95793 -0.75494
H 1.15596 -4.66295 -3.26774
H 2.19893 -5.34329 -2.23060
H 3.59244 -3.90886 -2.64239
H -0.36047 -2.45753 -1.55346
C 3.09364 -6.13637 0.70847
C 4.26842 -7.00935 0.79077
C 5.65704 -6.36766 1.07027
O 6.01983 -5.35981 0.06834
C 7.37764 -5.07991 0.02437
N 4.15221 -8.34577 1.41738
H 2.30535 -6.77793 0.31464
H 3.32655 -5.33882 0.00293
H 2.95147 -5.55935 1.62222
H 4.56954 -7.30279 -0.21487
H 6.52381 -7.02611 1.12735
H 5.69150 -5.83557 2.02094
H 7.81833 -5.89587 -0.54843
H 7.67679 -5.04226 1.07184
H 7.65647 -4.13463 -0.44128
H 4.78135 -9.06073 1.08107
H 3.20232 -8.68729 1.38325
C -3.02887 -0.98412 5.58909
C -2.89127 -2.27492 4.75133
C -2.18574 -3.31267 5.62769
O -3.12872 -3.81395 6.54447
C -2.36440 -4.31146 7.59614
N -4.19703 -2.80678 4.42757
H -3.79151 -1.14639 6.35076
H -3.61738 -0.25162 5.03664
H -2.06056 -0.65732 5.96812
H -2.38424 -2.09316 3.80371
H -1.30045 -2.83166 6.04359
H -1.69794 -4.11110 5.06854
H -1.48347 -4.88760 7.31311
H -2.94808 -4.96459 8.24487
H -2.04686 -3.48136 8.22718
H -3.96164 -3.68129 4.87470
H -4.83925 -2.38008 5.07993

Cartesian forces (eV/Å) of the 3 atoms listed first:
C 1.223 0.390 -0.398
O -0.358 0.068 -1.133
C -1.280 0.017 -0.236

Mulliken atomic charge list, values in e, 6 entries: -1.279 0.111 -0.476 -1.210 0.101 -0.652